1.
12
Properties=species:S:1:pos:R:3:forces:R:3 method="wB97M-V/def2-TZVPD" charge=+2 multiplicity=3 orbital_gap_ev="9.85 / 7.67" relative_energy_kcal_mol=0.00 total_energy_ev=-53948.3608
H 2.085407 -3.518496 -0.247845 -0.18 -0.19 0.07
O 0.144846 -2.990056 -0.101327 -0.48 -0.26 -0.07
C 1.039741 -3.820913 -0.072347 0.86 -0.38 0.12
H 0.798407 -4.873218 0.143369 -0.03 0.22 -0.01
O 0.368052 0.117482 -0.037446 0.92 0.73 0.40
Cu -0.249598 -1.337087 -0.830925 -0.56 -0.35 -0.51
O -0.584126 1.102770 -0.179763 -0.81 0.59 0.11
C -0.210023 2.298719 0.213401 1.15 -1.28 0.40
C -1.160699 3.275613 0.236416 -0.83 0.88 -0.79
H 0.822905 2.387244 0.558451 -0.15 0.10 -0.22
H -0.849574 4.316690 0.286900 -0.08 -0.15 0.39
H -2.205338 3.041251 0.031118 0.18 0.07 0.11



2.
93
Properties=species:S:1:pos:R:3:forces:R:3 method="wB97M-V/def2-TZVPD" orbital_gap_ev=8.76 total_energy_ev=-64057.3896
N 3.981104 4.129796 -3.213231 -0.15 0.07 0.66
C 3.492409 4.221655 -2.171740 0.50 -0.19 -1.19
C 2.813859 4.443132 -0.919658 -0.63 0.11 0.60
I 0.713691 4.059276 -1.386534 0.30 0.07 -0.02
C 3.072913 5.928593 -0.478306 -0.43 0.32 -0.18
N 1.971177 6.852664 -0.658616 -0.04 -0.35 -0.03
C 3.279944 3.437761 0.196364 0.35 0.40 -0.53
I 3.342209 1.427681 -0.626337 0.02 0.04 0.13
C 2.294455 3.394042 1.254180 -0.94 -0.49 1.00
N 1.566864 3.269112 2.143316 0.51 0.35 -0.58
C 4.636183 3.892006 0.844073 -0.19 -0.58 0.16
C 5.761436 2.920954 0.781151 0.73 -0.29 -0.57
N 6.725205 3.110342 -0.020573 -0.23 0.23 0.16
H 3.939310 6.252184 -1.047094 0.39 -0.03 0.05
H 3.335369 5.946383 0.568202 -0.04 -0.08 0.31
H 2.025885 7.602383 0.011840 0.00 0.13 -0.01
H 1.966321 7.235578 -1.591623 -0.12 0.12 -0.07
H 4.429442 4.025689 1.900119 -0.01 0.31 0.22
H 4.978970 4.820397 0.418269 0.11 0.16 -0.22
H 5.744983 2.079789 1.462973 -0.23 -0.16 0.18
H 7.412604 2.368157 0.080578 0.10 -0.07 -0.04
C -1.731790 -2.329891 -1.448313 0.00 0.00 0.06
C -0.427354 -2.532509 -2.202933 -0.09 -0.01 -0.01
C 0.607296 -1.434410 -1.917502 -0.15 -0.18 -0.06
C 0.118874 -0.103351 -2.276239 0.04 0.50 0.01
N -0.233891 0.964268 -2.524382 -0.12 -0.47 -0.01
H -2.224249 -1.406960 -1.756721 0.01 0.03 0.00
H -2.426589 -3.145581 -1.645964 -0.01 0.00 0.00
H -1.558472 -2.289023 -0.371933 0.00 -0.01 0.01
H -0.633780 -2.569877 -3.274245 0.09 0.02 -0.04
H 0.014659 -3.491055 -1.926976 0.05 0.02 0.02
H 1.526165 -1.621588 -2.474408 0.04 0.04 0.00
H 0.856320 -1.417449 -0.854782 0.01 -0.02 0.03
C 4.319608 6.237542 4.782096 0.02 -0.03 0.02
C 5.661144 6.078352 5.488800 -0.16 0.07 -0.03
C 6.718748 5.404804 4.606446 -0.10 0.09 0.11
C 6.298555 4.063838 4.209267 -0.02 -0.45 -0.10
N 5.956152 3.004948 3.916465 0.06 0.34 0.08
H 3.890914 5.269193 4.518463 0.01 -0.01 -0.02
H 3.604391 6.747178 5.426213 -0.01 0.02 -0.01
H 4.425904 6.825136 3.867394 0.00 0.01 -0.01
H 5.527654 5.495392 6.401023 0.04 -0.02 0.01
H 6.037177 7.057635 5.787988 0.07 -0.02 0.00
H 7.669426 5.320132 5.132564 0.04 0.00 -0.02
H 6.889787 5.989797 3.701087 0.03 0.00 -0.02
C -5.575869 1.717206 -3.309698 -0.02 0.00 0.01
C -5.409957 1.872771 -1.803399 -0.04 0.02 -0.15
C -4.499293 0.801133 -1.192567 -0.05 0.15 -0.01
C -5.042667 -0.535867 -1.411376 -0.13 -0.49 -0.06
N -5.488742 -1.579193 -1.603820 0.14 0.30 0.07
H -6.051633 0.768266 -3.560065 0.02 -0.02 0.01
H -6.201376 2.515638 -3.708049 0.01 0.01 -0.02
H -4.610354 1.757678 -3.818071 0.00 0.00 0.00
H -6.386704 1.839367 -1.319617 0.00 -0.02 0.06
H -4.985424 2.850485 -1.584951 0.08 0.07 0.10
H -4.386369 0.950630 -0.117834 0.03 0.00 -0.01
H -3.503976 0.842742 -1.642141 0.01 0.01 0.02
C -2.302721 4.572307 3.175755 -0.03 -0.03 -0.03
C -2.061095 4.760142 1.683434 0.08 -0.02 0.18
C -2.756301 6.001576 1.111842 0.06 -0.17 -0.03
C -4.207988 5.932812 1.275168 -0.40 0.03 0.06
N -5.347376 5.860615 1.419967 0.33 0.00 -0.07
H -3.361592 4.421871 3.392802 -0.01 0.04 -0.01
H -1.761532 3.699812 3.540020 0.03 0.02 0.00
H -1.960180 5.440766 3.741404 0.00 0.01 0.01
H -2.401873 3.874206 1.147203 -0.02 -0.02 -0.10
H -0.989976 4.848047 1.495711 -0.01 0.02 -0.07
H -2.540085 6.105107 0.047547 0.02 0.05 0.00
H -2.400396 6.902593 1.613224 0.01 0.03 0.00
C 0.485032 -6.934878 -1.658878 0.02 0.02 0.03
C -0.038628 -7.591693 -0.389028 0.09 0.02 -0.10
C -1.110290 -6.753711 0.318283 0.12 -0.13 -0.05
C -0.594029 -5.449131 0.725298 0.03 0.43 0.16
N -0.188316 -4.421004 1.045208 -0.05 -0.27 -0.15
H 0.973502 -5.983606 -1.438989 -0.03 0.02 0.02
H 1.214682 -7.578247 -2.147641 -0.02 -0.02 -0.03
H -0.323877 -6.751046 -2.367829 -0.01 -0.01 -0.01
H 0.789459 -7.774275 0.298319 -0.03 0.00 0.05
H -0.466791 -8.561627 -0.639770 -0.04 -0.01 0.04
H -1.474769 -7.263900 1.210316 -0.04 0.01 0.01
H -1.961955 -6.588218 -0.343883 -0.03 0.01 0.00
C -4.618146 -10.466039 -2.733408 0.02 -0.03 0.00
C -3.901993 -11.683888 -2.161922 -0.13 0.09 -0.07
C -2.649568 -11.315285 -1.357896 -0.12 -0.06 -0.08
C -1.667631 -10.619136 -2.187118 0.34 0.15 -0.23
N -0.900364 -10.084499 -2.858018 -0.25 -0.12 0.22
H -3.982301 -9.924744 -3.434800 0.03 0.01 0.02
H -5.517275 -10.767151 -3.269318 -0.02 0.00 0.01
H -4.914984 -9.776331 -1.941203 0.00 0.01 0.00
H -3.622927 -12.359313 -2.971868 0.04 -0.03 0.02
H -4.579556 -12.233712 -1.507207 0.05 -0.03 0.04
H -2.174919 -12.208008 -0.950692 0.02 0.00 0.04
H -2.911861 -10.665364 -0.521203 0.00 0.01 0.03



3.
97
Properties=species:S:1:pos:R:3:forces:R:3 method="wB97M-V/def2-TZVPD" charge=+1 multiplicity=4 orbital_gap_ev="6.69 / 6.70" relative_energy_kcal_mol=134.43 total_energy_ev=-160787.5813
Mn 0.098847 -0.574086 0.072736 -0.11 -0.70 -0.14
C -0.843797 -3.829957 -1.495245 0.03 0.43 0.19
Si -1.154860 -1.972484 -1.264093 -0.51 -0.57 -0.71
C -2.939905 -1.811208 -0.552427 0.38 0.05 0.01
C -4.051098 -2.394426 -1.159612 0.01 -0.06 0.01
C -5.310873 -2.313337 -0.584497 0.04 -0.05 -0.07
C -5.483743 -1.667496 0.632657 -0.04 0.04 0.07
C -4.394897 -1.098143 1.271588 0.03 0.00 -0.03
C -3.135619 -1.151977 0.676456 0.10 -0.11 0.00
P -1.663662 -0.446273 1.488247 -1.18 0.17 0.32
C -1.670670 -0.956056 3.225727 0.34 -0.19 -0.15
C -1.017029 -2.129871 3.598059 -0.05 0.00 -0.13
C -0.993361 -2.515854 4.928534 0.00 -0.05 0.03
C -1.629464 -1.740277 5.886539 -0.02 0.03 0.01
C -2.300213 -0.581712 5.516682 -0.03 0.02 0.02
C -2.317175 -0.182533 4.190580 0.03 0.00 -0.11
C -1.847813 1.367861 1.609899 0.21 -0.01 0.02
C -2.822886 1.949497 0.920045 -0.15 -0.02 0.12
C -2.690234 3.370712 0.505019 -0.12 -0.14 0.44
C -1.987551 4.191157 1.537243 0.03 0.09 -0.13
C -1.122775 3.626231 2.371877 -0.08 -0.06 -0.01
C -0.710954 2.197680 2.218579 0.21 0.03 -0.19
C -0.746363 -1.103370 -2.945681 -0.05 -0.12 0.38
C -1.577306 -1.161459 -4.063278 0.00 0.02 0.02
C -1.209507 -0.574382 -5.266545 -0.07 -0.01 -0.02
C 0.007207 0.081222 -5.379804 0.04 0.04 -0.02
C 0.862425 0.139688 -4.291336 -0.04 0.01 0.01
C 0.488782 -0.430161 -3.078117 0.04 0.04 -0.05
P 1.668097 -0.508602 -1.671300 0.38 0.55 -1.15
C 2.473043 1.099919 -1.231517 0.14 -0.22 0.14
C 1.988729 2.388906 -1.734842 -0.20 0.16 0.12
C 2.063579 3.490663 -0.985842 -0.12 0.04 -0.02
C 2.649485 3.453632 0.391090 -0.06 -0.12 -0.03
C 3.624117 2.283542 0.664151 0.03 0.08 0.05
C 3.307975 1.074683 -0.179397 0.06 -0.04 -0.18
C 2.994727 -1.474436 -2.483174 -0.06 -0.28 0.40
C 4.303805 -1.015515 -2.585232 -0.06 -0.01 0.02
C 5.230234 -1.734243 -3.328573 0.04 0.00 -0.01
C 4.860547 -2.908498 -3.963678 0.03 0.01 0.01
C 3.560163 -3.380682 -3.844048 -0.03 -0.05 -0.02
C 2.632041 -2.670799 -3.104339 -0.03 0.04 0.10
H -1.425143 -4.205102 -2.340476 -0.01 0.00 -0.01
H -1.136871 -4.382914 -0.601823 -0.01 0.01 0.00
H 0.210645 -4.037448 -1.683273 -0.03 0.00 -0.01
H -3.923443 -2.932135 -2.092922 -0.08 0.00 0.00
H -6.158958 -2.771655 -1.076949 0.00 0.00 0.01
H -6.462881 -1.624581 1.091316 0.00 0.00 -0.01
H -4.518325 -0.623010 2.238410 -0.03 0.00 0.00
H -0.531647 -2.731923 2.838994 0.03 -0.02 0.10
H -0.474709 -3.420174 5.218547 0.00 0.00 -0.03
H -1.605880 -2.036527 6.926904 0.00 -0.02 -0.01
H -2.809538 0.014957 6.261911 0.02 0.00 0.01
H -2.832196 0.726939 3.902682 0.01 0.02 0.04
H -3.636632 1.366665 0.503785 0.05 0.03 -0.01
H -3.629737 3.822950 0.204822 0.04 -0.01 -0.09
H -2.254360 5.236445 1.618079 0.03 0.00 -0.03
H -0.665245 4.203617 3.165611 0.02 0.05 -0.05
H -0.400355 1.759300 3.171384 -0.10 0.04 0.06
H -2.531081 -1.673376 -3.989820 -0.01 0.00 -0.06
H -1.868859 -0.636543 -6.123154 -0.01 0.02 0.02
H 0.293731 0.537442 -6.318319 0.00 -0.01 0.01
H 1.830147 0.619224 -4.390489 0.00 0.00 -0.01
H 1.571780 2.422577 -2.728060 -0.11 0.07 -0.13
H 1.704673 4.437458 -1.374629 0.03 -0.02 -0.04
H 3.120653 4.409626 0.617120 -0.01 0.00 0.06
H 4.694520 2.501103 0.646561 -0.02 0.03 -0.01
H 3.715866 0.129605 0.172402 -0.06 -0.01 0.04
H 4.602331 -0.094258 -2.107295 0.00 0.03 -0.02
H 6.243997 -1.365569 -3.414023 -0.01 0.00 -0.01
H 5.582705 -3.456118 -4.554612 0.00 -0.01 0.02
H 3.269741 -4.299463 -4.336332 -0.01 0.00 0.02
H 1.612875 -3.029294 -3.021614 0.03 -0.02 -0.08
Cl 2.310848 -3.676720 2.985948 0.00 -0.11 0.02
C 2.470924 -1.964673 2.865331 -0.15 0.15 -0.26
C 3.381351 -1.284649 3.652007 0.09 0.04 0.04
C 3.553199 0.090170 3.488347 -0.16 -0.21 -0.08
Cl 4.819442 0.871708 4.371132 0.10 0.07 0.06
C 2.758931 0.812811 2.618049 -0.02 0.07 -0.11
C 3.015615 2.196522 2.124292 -0.04 -0.08 -0.06
C 1.782253 3.008011 1.635506 -0.03 -0.06 -0.04
C 0.561351 2.145583 1.268819 -0.16 0.29 0.33
N 0.861353 0.761022 1.112572 0.27 0.17 0.14
C 1.754653 0.133712 1.919224 0.51 -0.61 0.96
C 1.675230 -1.281884 1.939764 0.79 0.61 0.82
O 0.850877 -1.873013 1.089161 -0.26 0.01 -0.16
H 3.992152 -1.830095 4.357191 0.01 0.01 -0.01
H 3.623360 2.767488 2.821282 0.01 0.05 -0.04
H 1.475492 3.825100 2.286078 0.07 0.03 0.01
H 0.207644 2.529637 0.321869 -0.05 0.00 -0.17
F -4.199802 2.517337 -1.790256 0.01 -0.06 -0.09
C -3.309511 1.637025 -2.249838 0.05 0.02 0.07
F -3.599718 0.439356 -1.769196 -0.04 0.25 -0.21
F -3.347744 1.618648 -3.563752 -0.02 -0.03 0.01
S -1.584519 2.175928 -1.715768 -0.18 -0.21 -0.17
O -0.981060 2.685573 -2.887430 0.25 0.02 -0.01
O -1.881779 3.381469 -0.796153 0.22 0.06 0.07
O -0.970396 1.058566 -1.022044 -0.20 0.31 -0.21